The following is a DFT calculation (wB97M-V/def2-TZVPD) of C43H40F5IrN3OPS4 as an isolated structure at a distorted geometry.

Each line ends with the Löwdin charge.
Geometry (Å):
Ir (-1.363, -0.457, 0.067)  0.586
C (0.289, -3.536, 0.885)  -0.414
C (1.205, -2.441, 1.377)  -0.437
S (0.411, -0.879, 1.711)  0.893
C (-0.467, -1.127, 3.267)  -0.409
C (-1.736, -1.944, 3.183)  -0.417
S (-2.832, -1.343, 1.864)  0.891
C (-3.477, -2.886, 1.210)  -0.448
C (-2.492, -3.774, 0.446)  -0.420
S (-1.014, -2.959, -0.265)  0.880
H (0.875, -4.273, 0.333)  0.108
H (-0.206, -4.060, 1.698)  0.082
H (1.727, -2.734, 2.291)  0.122
H (1.966, -2.193, 0.641)  0.061
H (0.247, -1.569, 3.966)  0.120
H (-0.685, -0.118, 3.621)  0.093
H (-1.546, -3.004, 3.026)  0.086
H (-2.292, -1.839, 4.116)  0.111
H (-3.921, -3.422, 2.051)  0.111
H (-4.297, -2.586, 0.563)  0.081
H (-2.115, -4.599, 1.050)  0.096
H (-3.006, -4.217, -0.402)  0.084
F (-7.481, -1.915, -4.088)  0.228
C (-6.428, -1.408, -3.519)  -0.086
C (-5.444, -2.262, -2.999)  -0.120
F (-5.592, -3.569, -3.092)  0.179
C (-4.329, -1.727, -2.412)  -0.210
F (-3.369, -2.555, -1.994)  0.057
C (-4.147, -0.341, -2.270)  -0.414
S (-2.836, 0.461, -1.545)  0.913
C (-5.151, 0.491, -2.827)  -0.207
F (-5.017, 1.800, -2.733)  0.135
C (-6.271, -0.025, -3.441)  -0.120
F (-7.186, 0.768, -3.947)  0.195
C (6.202, -1.913, 3.430)  -0.034
C (5.074, -0.923, 3.326)  -0.266
C (4.534, -0.321, 4.458)  -0.011
C (3.528, 0.634, 4.385)  0.008
C (3.039, 1.009, 3.140)  -0.223
N (2.028, 1.997, 2.942)  0.130
C (1.410, 2.745, 3.899)  -0.485
O (1.705, 2.817, 5.062)  0.136
N (0.287, 3.487, 3.434)  0.166
C (-0.674, 3.124, 2.522)  -0.193
C (-1.804, 3.925, 2.324)  0.051
C (-2.787, 3.477, 1.478)  -0.002
C (-2.656, 2.256, 0.833)  -0.170
N (-1.574, 1.477, 0.990)  -0.131
C (-0.611, 1.927, 1.818)  -0.131
C (3.528, 0.379, 1.998)  -0.065
C (4.533, -0.571, 2.092)  -0.041
H (6.829, -1.704, 4.294)  0.089
H (6.820, -1.904, 2.534)  0.084
H (5.818, -2.928, 3.552)  0.088
H (4.925, -0.584, 5.433)  0.128
H (3.159, 1.101, 5.284)  0.109
H (1.880, 2.273, 1.983)  0.079
H (0.025, 4.194, 4.108)  0.166
H (-1.909, 4.867, 2.849)  0.144
H (-3.682, 4.061, 1.317)  0.135
H (-3.453, 1.907, 0.203)  0.057
H (0.257, 1.319, 1.939)  0.012
H (3.133, 0.649, 1.022)  0.069
H (4.918, -1.030, 1.188)  0.115
C (4.199, -1.696, -2.550)  -0.028
C (3.148, -2.466, -2.075)  -0.043
C (1.946, -1.858, -1.742)  -0.123
C (1.786, -0.481, -1.864)  -0.331
C (2.833, 0.280, -2.394)  -0.070
C (4.032, -0.329, -2.726)  -0.025
P (0.191, 0.327, -1.567)  0.948
C (0.567, 2.038, -1.102)  -0.360
C (1.724, 2.315, -0.369)  -0.122
C (1.989, 3.603, 0.074)  -0.051
C (1.087, 4.625, -0.193)  -0.026
C (-0.072, 4.356, -0.910)  -0.036
C (-0.335, 3.071, -1.361)  -0.101
C (-0.504, 0.319, -3.240)  -0.411
C (-0.281, 1.369, -4.130)  -0.060
C (-0.755, 1.276, -5.431)  -0.025
C (-1.432, 0.138, -5.851)  -0.024
C (-1.626, -0.926, -4.977)  -0.045
C (-1.164, -0.838, -3.676)  -0.147
H (5.139, -2.163, -2.813)  0.127
H (3.257, -3.539, -1.989)  0.122
H (1.109, -2.471, -1.443)  0.041
H (2.715, 1.342, -2.565)  0.116
H (4.835, 0.267, -3.140)  0.127
H (2.443, 1.528, -0.176)  0.070
H (2.910, 3.815, 0.603)  0.133
H (1.295, 5.632, 0.142)  0.128
H (-0.766, 5.155, -1.135)  0.127
H (-1.233, 2.889, -1.940)  0.100
H (0.254, 2.255, -3.818)  0.113
H (-0.586, 2.091, -6.121)  0.126
H (-1.794, 0.074, -6.869)  0.126
H (-2.120, -1.826, -5.320)  0.123
H (-1.296, -1.677, -3.000)  0.076

The charge is +3. The value obtained for the HOMO energy (alpha / beta) is -14.78 / -14.78 eV. The calculation puts the molecular weight at 1061.26 g/mol. Its LUMO energy (alpha / beta) is -0.324 / -0.398 Eh. As for the spin multiplicity: 2. The value obtained for the HOMO-LUMO gap (alpha / beta) is 5.97 / 3.94 eV.



The following is a DFT calculation (wB97M-V/def2-TZVPD) of C43H41BN12O2S3W as an isolated structure at a distorted geometry.

Each line ends with the Löwdin charge.
Geometry (Å):
W (0.296, 0.043, -0.465)  1.262
C (3.540, 1.877, 2.049)  -0.066
O (2.185, 1.702, 1.665)  -0.173
C (1.375, 2.776, 1.620)  -0.243
C (1.821, 4.072, 1.881)  -0.012
C (0.939, 5.141, 1.880)  -0.077
C (-0.406, 4.935, 1.620)  -0.085
C (-0.851, 3.650, 1.359)  -0.030
C (0.017, 2.568, 1.352)  -0.166
N (-0.529, 1.260, 1.039)  -0.116
N (-1.674, 1.108, 1.561)  0.091
C (-2.486, 0.024, 1.414)  -0.145
C (-2.198, -1.161, 0.701)  -0.338
O (-1.099, -1.330, 0.048)  -0.289
C (-3.132, -2.245, 0.729)  -0.034
C (-4.296, -2.129, 1.400)  -0.004
C (-4.649, -0.937, 2.113)  -0.170
C (-5.881, -0.840, 2.788)  -0.042
C (-6.213, 0.297, 3.477)  -0.088
C (-5.306, 1.367, 3.512)  -0.079
C (-4.100, 1.293, 2.861)  -0.025
C (-3.745, 0.139, 2.135)  -0.095
H (4.081, 2.492, 1.326)  0.080
H (3.970, 0.880, 2.069)  0.084
H (3.606, 2.324, 3.045)  0.102
H (2.866, 4.242, 2.092)  0.105
H (1.312, 6.137, 2.083)  0.105
H (-1.103, 5.761, 1.607)  0.103
H (-1.892, 3.471, 1.123)  0.112
H (-2.856, -3.135, 0.181)  0.097
H (-4.998, -2.955, 1.409)  0.116
H (-6.561, -1.682, 2.752)  0.110
H (-7.164, 0.369, 3.988)  0.100
H (-5.561, 2.266, 4.059)  0.102
H (-3.406, 2.120, 2.904)  0.099
C (-0.190, -2.547, -4.769)  -0.057
N (-0.037, -3.359, -3.572)  -0.141
C (-0.497, -4.644, -3.418)  -0.062
C (-0.136, -5.033, -2.175)  -0.061
N (0.543, -3.995, -1.573)  0.017
B (1.414, -4.176, -0.276)  -0.426
N (0.610, -3.706, 0.988)  0.016
C (-0.296, -4.493, 1.658)  -0.051
C (-0.737, -3.813, 2.739)  -0.044
N (-0.090, -2.599, 2.721)  -0.108
C (-0.246, -1.549, 3.715)  -0.015
C (0.732, -2.550, 1.650)  -0.677
S (1.729, -1.186, 1.291)  0.671
C (0.572, -2.971, -2.437)  -0.677
S (1.327, -1.428, -2.269)  0.644
H (-0.900, -3.047, -5.424)  0.090
H (0.769, -2.431, -5.272)  0.091
H (-0.582, -1.573, -4.494)  0.054
H (-1.039, -5.151, -4.195)  0.121
H (-0.277, -5.973, -1.673)  0.115
H (2.408, -3.517, -0.372)  0.056
H (1.610, -5.364, -0.152)  0.075
H (-0.546, -5.479, 1.309)  0.121
H (-1.456, -4.064, 3.497)  0.123
H (-1.139, -1.764, 4.296)  0.096
H (-0.353, -0.587, 3.218)  0.062
H (0.623, -1.510, 4.369)  0.095
S (-2.889, -2.016, -2.681)  0.741
C (-4.130, -2.747, -3.519)  -0.843
N (-4.710, -3.929, -3.212)  0.006
C (-5.873, -4.228, -4.031)  -0.143
C (-5.911, -3.016, -4.992)  -0.136
N (-4.714, -2.265, -4.637)  0.015
H (-4.483, -4.387, -2.348)  0.126
H (-6.778, -4.303, -3.427)  0.111
H (-5.746, -5.166, -4.573)  0.108
H (-6.806, -2.408, -4.854)  0.117
H (-5.875, -3.336, -6.033)  0.109
H (-4.672, -1.250, -4.771)  0.058
N (1.473, 1.242, -1.231)  -0.137
C (2.265, 2.060, -1.807)  -0.252
C (1.731, 3.005, -2.812)  -0.166
C (2.469, 3.349, -3.941)  -0.031
C (1.914, 4.173, -4.908)  -0.077
C (0.624, 4.661, -4.750)  -0.081
C (-0.112, 4.329, -3.620)  -0.066
C (0.440, 3.506, -2.653)  -0.025
C (3.702, 2.023, -1.440)  -0.178
C (4.298, 0.807, -1.108)  -0.030
C (5.635, 0.766, -0.748)  -0.071
C (6.383, 1.937, -0.702)  -0.086
C (5.789, 3.152, -1.016)  -0.082
C (4.454, 3.195, -1.393)  -0.042
H (3.467, 2.950, -4.074)  0.118
H (2.488, 4.429, -5.790)  0.103
H (0.190, 5.299, -5.510)  0.102
H (-1.120, 4.703, -3.495)  0.106
H (-0.123, 3.248, -1.764)  0.095
H (3.710, -0.104, -1.138)  0.081
H (6.094, -0.184, -0.504)  0.109
H (7.428, 1.901, -0.424)  0.102
H (6.365, 4.067, -0.968)  0.103
H (3.985, 4.142, -1.632)  0.120
N (-1.292, 0.809, -1.586)  0.017
C (-2.174, 1.141, -2.277)  -0.338
N (-3.082, 1.708, -2.956)  0.102
C (-3.892, 1.134, -3.812)  -0.387
N (-4.638, 0.749, -4.612)  0.101

The charge is 0. The value obtained for the HOMO energy (alpha / beta) is -6.98 / -7.81 eV. The calculation puts the molecular weight at 1048.74 g/mol. Its LUMO energy (alpha / beta) is -0.022 / -0.039 Eh. As for the spin multiplicity: 3. The value obtained for the HOMO-LUMO gap (alpha / beta) is 6.37 / 6.76 eV.



The following is a DFT calculation (wB97M-V/def2-TZVPD) of C43H41CsN7OP2SSe2 as an isolated structure.

Each line ends with the Löwdin charge.
Geometry (Å):
Cs (2.025, 1.111, -1.065)  0.780
N (5.936, 4.146, -2.445)  0.028
C (5.113, 3.349, -1.677)  -0.976
S (5.140, 1.668, -2.026)  0.338
N (4.466, 4.041, -0.759)  -0.055
N (3.618, 3.324, 0.036)  -0.059
C (3.119, 3.943, 1.042)  -0.236
C (3.440, 5.328, 1.489)  -0.152
C (2.419, 6.145, 1.976)  -0.032
C (2.689, 7.427, 2.431)  -0.094
C (3.990, 7.907, 2.428)  -0.110
C (5.017, 7.095, 1.962)  -0.092
C (4.747, 5.821, 1.490)  -0.034
C (2.149, 3.171, 1.889)  -0.278
C (2.626, 2.327, 2.889)  -0.006
C (1.719, 1.633, 3.670)  -0.066
C (0.365, 1.811, 3.439)  -0.079
C (-0.017, 2.668, 2.424)  -0.135
N (0.845, 3.339, 1.660)  0.121
H (6.229, 3.743, -3.317)  0.052
H (5.722, 5.131, -2.426)  0.076
H (1.403, 5.769, 1.986)  0.101
H (1.881, 8.051, 2.794)  0.096
H (4.204, 8.906, 2.788)  0.092
H (6.037, 7.460, 1.961)  0.096
H (5.542, 5.199, 1.108)  0.104
H (3.693, 2.213, 3.024)  0.119
H (2.062, 0.944, 4.431)  0.108
H (-0.378, 1.262, 4.000)  0.102
H (-1.068, 2.812, 2.193)  0.106
Se (-4.458, -1.895, 2.247)  0.262
P (-2.726, -3.000, 1.763)  0.534
C (-2.977, -4.276, 0.495)  -0.357
C (-1.874, -4.896, -0.087)  -0.106
C (-2.050, -5.915, -1.009)  -0.074
C (-3.333, -6.334, -1.336)  -0.087
C (-4.433, -5.726, -0.748)  -0.087
C (-4.258, -4.692, 0.162)  -0.099
C (-2.121, -3.935, 3.205)  -0.336
C (-1.888, -5.304, 3.171)  -0.075
C (-1.460, -5.968, 4.315)  -0.090
C (-1.263, -5.268, 5.493)  -0.096
C (-1.505, -3.899, 5.532)  -0.080
C (-1.938, -3.236, 4.398)  -0.112
C (-1.309, -2.025, 1.245)  -0.433
C (-0.890, -1.351, 0.088)  -0.460
N (0.187, -0.617, 0.445)  -0.159
N (0.412, -0.815, 1.729)  -0.062
N (-0.472, -1.650, 2.236)  0.001
P (-1.199, -1.420, -1.672)  0.541
Se (-0.827, 0.376, -2.713)  0.251
C (-0.112, -2.745, -2.285)  -0.336
C (0.780, -3.395, -1.437)  -0.089
C (1.648, -4.356, -1.941)  -0.075
C (1.631, -4.671, -3.291)  -0.087
C (0.761, -4.005, -4.146)  -0.077
C (-0.094, -3.036, -3.649)  -0.110
C (-2.919, -1.944, -1.900)  -0.347
C (-3.297, -2.994, -2.732)  -0.087
C (-4.639, -3.233, -2.978)  -0.094
C (-5.609, -2.438, -2.383)  -0.086
C (-5.235, -1.406, -1.535)  -0.086
C (-3.894, -1.151, -1.302)  -0.120
H (-0.875, -4.581, 0.185)  0.098
H (-1.186, -6.375, -1.473)  0.105
H (-3.475, -7.131, -2.056)  0.100
H (-5.434, -6.046, -1.011)  0.104
H (-5.107, -4.190, 0.610)  0.067
H (-2.042, -5.864, 2.259)  0.094
H (-1.283, -7.036, 4.280)  0.098
H (-0.926, -5.785, 6.382)  0.097
H (-1.356, -3.347, 6.451)  0.101
H (-2.137, -2.175, 4.428)  0.086
H (0.807, -3.142, -0.385)  0.100
H (2.345, -4.849, -1.275)  0.106
H (2.310, -5.418, -3.682)  0.100
H (0.765, -4.227, -5.206)  0.102
H (-0.732, -2.476, -4.322)  0.101
H (-2.549, -3.635, -3.178)  0.094
H (-4.928, -4.053, -3.623)  0.103
H (-6.658, -2.632, -2.570)  0.100
H (-5.987, -0.803, -1.044)  0.105
H (-3.602, -0.339, -0.647)  0.102
C (-1.393, 3.687, -0.883)  -0.090
C (-0.263, 4.584, -1.328)  -0.291
O (0.533, 3.895, -2.278)  -0.221
C (1.625, 4.691, -2.711)  -0.290
C (2.342, 3.988, -3.841)  -0.068
H (-2.004, 4.206, -0.141)  0.077
H (-1.002, 2.775, -0.432)  0.039
H (-2.022, 3.402, -1.726)  0.066
H (0.354, 4.867, -0.467)  0.099
H (-0.653, 5.504, -1.787)  0.117
H (2.313, 4.869, -1.876)  0.100
H (1.251, 5.671, -3.040)  0.117
H (2.711, 3.008, -3.538)  0.035
H (3.210, 4.576, -4.144)  0.074
H (1.681, 3.861, -4.700)  0.077

The charge is -1. The value obtained for the HOMO energy is -4.69 eV. The calculation puts the molecular weight at 1056.69 g/mol. Its LUMO energy is 0.077 Eh. The value obtained for the HOMO-LUMO gap is 6.78 eV.



The following is a DFT calculation (wB97M-V/def2-TZVPD) of C43H41F6N4S as an isolated structure at a distorted geometry.

Each line ends with the Löwdin charge.
Geometry (Å):
F (-5.202, 4.702, -4.808)  0.136
C (-5.175, 3.959, -3.671)  -0.528
F (-4.442, 4.641, -2.729)  0.115
F (-6.463, 3.885, -3.182)  0.113
C (-4.617, 2.568, -3.831)  -0.021
N (-4.619, 1.919, -2.507)  -0.031
C (-5.640, 0.959, -2.311)  -0.237
C (-5.703, -0.146, -3.175)  -0.015
C (-6.674, -1.131, -2.980)  -0.069
C (-7.646, -0.962, -1.986)  -0.078
C (-7.626, 0.169, -1.159)  -0.067
C (-6.622, 1.126, -1.311)  -0.024
C (-3.511, 1.914, -1.673)  -0.188
C (-3.662, 1.625, -0.305)  0.010
C (-2.576, 1.426, 0.531)  -0.045
C (-1.248, 1.228, 0.045)  -0.146
C (-0.168, 0.736, 0.992)  0.026
C (1.162, 0.916, 0.345)  -0.350
C (2.134, 1.767, 0.932)  -0.034
C (3.313, 2.067, 0.278)  -0.006
C (3.626, 1.482, -0.958)  -0.185
N (4.881, 1.595, -1.540)  -0.030
C (5.862, 2.593, -1.086)  -0.020
C (5.693, 3.838, -1.917)  -0.526
F (6.507, 4.864, -1.567)  0.140
F (5.924, 3.545, -3.246)  0.112
F (4.390, 4.276, -1.842)  0.115
C (5.404, 0.549, -2.351)  -0.247
C (5.137, 0.514, -3.732)  -0.024
C (5.698, -0.484, -4.521)  -0.065
C (6.506, -1.471, -3.941)  -0.071
C (6.777, -1.435, -2.566)  -0.074
C (6.266, -0.404, -1.780)  -0.020
C (2.637, 0.694, -1.587)  0.005
C (1.422, 0.442, -0.966)  -0.107
C (-1.104, 1.820, -1.269)  -0.011
C (-2.187, 2.128, -2.103)  0.003
H (-5.317, 2.029, -4.479)  0.145
H (-3.617, 2.629, -4.261)  0.129
H (-4.950, -0.231, -3.957)  0.121
H (-6.654, -2.024, -3.601)  0.107
H (-8.424, -1.721, -1.854)  0.109
H (-8.376, 0.306, -0.388)  0.106
H (-6.569, 2.008, -0.670)  0.120
H (-4.669, 1.543, 0.098)  0.103
H (-2.788, 1.467, 1.599)  0.082
H (-0.196, 1.311, 1.964)  0.123
H (1.908, 2.288, 1.878)  0.136
H (4.044, 2.705, 0.771)  0.109
H (5.730, 2.852, -0.038)  0.125
H (6.866, 2.209, -1.286)  0.150
H (4.481, 1.283, -4.150)  0.127
H (5.490, -0.500, -5.591)  0.111
H (6.923, -2.270, -4.559)  0.110
H (7.383, -2.215, -2.099)  0.108
H (6.475, -0.337, -0.711)  0.120
H (2.856, 0.259, -2.559)  0.114
H (0.635, -0.051, -1.545)  0.132
H (-0.129, 2.145, -1.674)  0.122
H (-2.014, 2.510, -3.107)  0.107
C (-3.302, -1.274, 4.535)  -0.055
C (-2.390, -0.691, 3.442)  -0.555
C (-2.980, -1.076, 2.086)  -0.041
C (-2.313, 0.799, 3.752)  -0.058
C (-0.947, -1.216, 3.432)  -0.228
C (-1.032, -2.713, 3.648)  -0.140
C (0.320, -3.274, 3.921)  -0.135
N (1.256, -2.710, 2.963)  -0.022
C (2.480, -3.366, 2.755)  -0.225
C (3.221, -2.741, 1.773)  -0.438
C (4.479, -3.234, 1.432)  -0.064
C (4.952, -4.374, 2.076)  -0.072
C (4.194, -5.005, 3.063)  -0.068
C (2.945, -4.514, 3.433)  0.004
S (2.381, -1.364, 1.159)  1.223
C (0.996, -1.612, 2.171)  -0.443
N (-0.119, -0.861, 2.160)  0.094
H (-2.875, -1.146, 5.539)  0.099
H (-4.257, -0.734, 4.516)  0.099
H (-3.546, -2.333, 4.387)  0.085
H (-2.261, -0.849, 1.291)  0.067
H (-3.174, -2.150, 2.061)  0.087
H (-3.919, -0.540, 1.896)  0.098
H (-1.576, 1.327, 3.144)  0.055
H (-3.300, 1.267, 3.631)  0.100
H (-2.007, 0.922, 4.802)  0.100
H (-0.416, -0.780, 4.309)  0.168
H (-1.663, -2.915, 4.535)  0.124
H (-1.503, -3.196, 2.758)  0.147
H (0.643, -3.060, 4.957)  0.151
H (0.276, -4.359, 3.810)  0.131
H (5.043, -2.693, 0.670)  0.108
H (5.929, -4.771, 1.806)  0.112
H (4.582, -5.891, 3.560)  0.113
H (2.347, -4.982, 4.218)  0.113

The charge is +1. The value obtained for the HOMO energy is -10.30 eV. The calculation puts the molecular weight at 759.88 g/mol. Its LUMO energy is -0.119 Eh. The value obtained for the HOMO-LUMO gap is 7.05 eV.